Record 1
This record from the OMol25 dataset describes the molecule C22H23NO3 at a distorted geometry. The level of theory is the ωB97M-V functional and the def2-TZVPD basis.

Structure (XYZ):
```
49
C22H23NO3 | the OMol25 dataset | the ωB97M-V functional and the def2-TZVPD basis
N 0.8739 0.3937 3.3323
O -1.9614 -0.2359 -0.1949
C 0.5947 0.3851 2.2034
O 5.3844 -0.3348 -0.5288
O -0.4496 1.4334 0.4756
C -1.7106 0.9150 0.0695
C -2.3238 4.2025 0.9733
C -2.7951 2.9415 1.1101
C 5.9062 -3.9839 1.4719
C 6.1378 -3.8572 0.1264
C 5.3895 -2.8535 2.2131
C 3.5375 2.7990 0.0166
C 6.0980 -2.6106 -0.4609
C 5.1966 -1.6346 1.5308
C 4.5161 1.9034 -0.3962
C 2.3181 2.3760 0.4598
C 2.9692 0.0868 0.0853
C 5.5137 -1.5238 0.1781
C 4.2783 0.5120 -0.2776
C 2.0013 1.0165 0.4525
C -3.1000 2.4947 2.5107
C 0.5795 0.5131 0.7479
C -4.8167 0.4857 0.6512
C -4.3140 0.8230 -1.7601
C -2.8137 1.9796 -0.0745
C -4.2291 1.4513 -0.3660
H -2.1949 4.7239 1.9155
H -2.1355 4.6371 -0.0186
H 5.9532 -4.9413 1.9564
H 6.4056 -4.7447 -0.4527
H 5.2432 -2.9272 3.3006
H 3.8657 3.8547 -0.0113
H 6.3039 -2.5442 -1.5189
H 4.6287 -0.8519 2.1565
H 5.3991 2.3016 -0.9342
H 1.5670 3.0730 0.7999
H 2.6991 -0.9993 0.1273
H -2.6976 3.0984 3.3188
H -4.1474 2.5372 2.7395
H -2.7808 1.4866 2.6472
H 0.3763 -0.3888 0.2723
H -4.1049 -0.2320 0.8949
H -5.1723 1.0610 1.5340
H -5.6900 0.0447 0.3177
H -3.7051 -0.0462 -1.8525
H -3.9597 1.6226 -2.4627
H -5.3432 0.5566 -1.9533
H -2.4654 2.5971 -0.9608
H -4.8960 2.3327 -0.4356
```

## Properties
2S+1: 1
Gap between HOMO and LUMO: 9.324 eV
SMILES string: C=C(C)[C@@H](C(=O)O[C@H](C#N)c1cccc(Oc2ccccc2)c1)C(C)C

=====

Record 2
This record from the OMol25 dataset describes a structure of composition C22H24AsNNaO3PS3 at a distorted geometry. The level of theory is the ωB97M-V functional and the def2-TZVPD basis.

Structure (XYZ):
```
56
C22H24AsNNaO3PS3 | the OMol25 dataset | the ωB97M-V functional and the def2-TZVPD basis
Na 0.3733 -1.6667 -2.6905
C 3.2858 3.4787 -1.9498
C 3.0780 2.9702 -3.3606
O 3.4459 1.5886 -3.4694
P 2.3968 0.4162 -3.0968
S 3.1077 -1.2834 -3.7909
S 0.5263 0.9127 -3.4837
O 2.4568 0.3927 -1.4783
C 3.6604 0.0443 -0.7812
C 3.4434 -1.2562 -0.0436
H 3.1065 4.5563 -1.9040
H 4.3078 3.2858 -1.6183
H 2.5928 2.9876 -1.2661
H 3.7145 3.4965 -4.0721
H 2.0406 3.0959 -3.6726
H 3.8668 0.8605 -0.0846
H 4.4944 -0.0246 -1.4805
H 2.5626 -1.1926 0.5996
H 4.3027 -1.4891 0.5915
H 3.2998 -2.0706 -0.7546
S -2.9780 -2.0094 -2.3360
C -3.6142 -1.8794 -0.6941
C -4.9938 -1.9933 -0.5149
C -5.5676 -1.9164 0.7471
C -4.7560 -1.7560 1.8586
C -3.3828 -1.6342 1.6957
C -2.8027 -1.6665 0.4310
As -0.8874 -1.3033 0.1822
C -1.0445 0.6718 0.0138
C 0.0621 1.4686 0.2970
C 0.0236 2.8414 0.0956
C -1.1215 3.4403 -0.4125
C -2.2218 2.6509 -0.7141
C -2.1845 1.2766 -0.5035
C -0.2678 -1.3390 2.0352
C 0.5254 -2.4212 2.4056
C 1.0320 -2.5216 3.6985
C 0.7505 -1.5336 4.6299
C -0.0405 -0.4478 4.2689
C -0.5460 -0.3517 2.9795
H -5.6124 -2.1649 -1.3869
H -6.6415 -2.0071 0.8579
H -5.1833 -1.7189 2.8535
H -2.7624 -1.4968 2.5715
H 0.9787 1.0251 0.6683
H 0.8977 3.4396 0.3238
H -1.1493 4.5095 -0.5834
H -3.1178 3.0995 -1.1256
H -3.0518 0.6818 -0.7572
H 0.7592 -3.1934 1.6820
H 1.6506 -3.3681 3.9692
H 1.1474 -1.6051 5.6352
H -0.2644 0.3276 4.9913
H -1.1564 0.4981 2.7035
O -0.7839 -3.3084 -2.7831
N -1.7577 -3.3971 -1.9773
```

## Properties
Expectation value of S²: 0.757
2S+1: 2
Gap between HOMO and LUMO (spin up / spin down): 5.974 / 6.858 eV
Total charge: -1

=====

Record 3
This record from the OMol25 dataset describes a structure of composition C22H24BIMgN6O2S2. The level of theory is the ωB97M-V functional and the def2-TZVPD basis.

Structure (XYZ):
```
59
C22H24BIMgN6O2S2 | the OMol25 dataset | the ωB97M-V functional and the def2-TZVPD basis
Mg -0.2218 0.4924 -0.2530
C 4.1220 1.4211 -1.0876
C 3.7175 0.0310 -1.4631
N 4.6375 -0.8338 -1.8074
C 4.2647 -2.0864 -2.1518
C 2.9638 -2.5137 -2.1680
C 2.6686 -3.9414 -2.5396
O 2.0347 -4.6781 -1.4909
C 1.9481 -1.5981 -1.7881
C 0.5717 -2.0561 -1.7918
N -0.4442 -1.4965 -1.2270
C -1.6417 -2.2708 -1.2132
C -1.6135 -3.6594 -1.0734
C -2.7878 -4.3919 -1.0424
C -4.0164 -3.7560 -1.1325
C -4.0664 -2.3747 -1.2310
C -2.8860 -1.6479 -1.2576
I -3.0159 0.4283 -1.3030
C 2.3180 -0.2968 -1.4203
O 1.4813 0.6230 -1.0736
H 5.2069 1.4942 -1.0827
H 3.7184 1.6935 -0.1104
H 3.7101 2.1477 -1.7906
H 5.0660 -2.7678 -2.4130
H 3.6003 -4.4284 -2.8400
H 1.9867 -4.0036 -3.3901
H 2.5818 -4.5940 -0.7015
H 0.4091 -2.9992 -2.3057
H -0.6626 -4.1640 -0.9608
H -2.7376 -5.4663 -0.9264
H -4.9355 -4.3249 -1.1008
H -5.0170 -1.8624 -1.2777
C -2.9092 4.0909 -1.3502
N -2.9846 3.5415 -0.0089
C -4.1260 3.4644 0.7608
C -3.7419 2.9646 1.9550
N -2.3805 2.7578 1.9303
B -1.6806 2.4159 3.3206
N -0.1823 2.0494 3.1730
C 0.8423 2.8766 3.5723
C 2.0144 2.2515 3.3276
N 1.6947 1.0323 2.7668
C 2.6457 0.0193 2.3462
C 0.3533 0.9231 2.6880
S -0.4813 -0.4311 2.0103
C -1.9265 3.0986 0.7201
S -0.3283 2.9875 0.0613
H -3.9118 4.1018 -1.7723
H -2.2495 3.4800 -1.9631
H -2.5123 5.1052 -1.3298
H -5.0886 3.7619 0.3870
H -4.3159 2.7446 2.8365
H -1.7190 3.4229 3.9904
H -2.3078 1.5105 3.8068
H 0.6393 3.8463 3.9864
H 3.0329 2.5549 3.4846
H 3.6441 0.4444 2.4142
H 2.4451 -0.2734 1.3173
H 2.5735 -0.8604 2.9833
```

## Properties
2S+1: 1
Gap between HOMO and LUMO: 7.579 eV

=====

Record 4
This record from the OMol25 dataset describes a structure of composition C22H24Cl2CoF4N4O2 at a distorted geometry. The level of theory is the ωB97M-V functional and the def2-TZVPD basis.

Structure (XYZ):
```
59
C22H24Cl2CoF4N4O2 | the OMol25 dataset | the ωB97M-V functional and the def2-TZVPD basis
Co 0.6565 -0.0654 0.0050
C 0.4111 -1.1893 -3.5487
C -0.9187 -0.6394 -3.0433
N -1.0842 -0.7851 -1.5840
C -2.1990 -0.0439 -1.0833
C -1.5258 2.3133 -1.3621
C -1.1399 -2.2189 -1.2326
C -0.8583 -2.5116 0.2408
N 0.3705 -1.8683 0.6398
C 1.0463 -2.2779 1.7250
C 2.2149 -1.5573 2.0813
F 2.5226 -0.4887 1.2826
C 3.0068 -1.8634 3.1653
F 4.0974 -1.1346 3.4158
C 2.6845 -2.9251 3.9981
C 1.5450 -3.6490 3.6905
F 1.2078 -4.6843 4.4624
C 0.7418 -3.3511 2.6027
F -0.3500 -4.1210 2.4068
H 0.6909 -0.6783 -4.4651
H 0.3587 -2.2511 -3.7668
H 1.1841 -1.0181 -2.8038
H -1.7506 -1.1399 -3.5594
H -0.9694 0.4228 -3.2869
H -2.6825 -0.5849 -0.2656
H -2.9406 0.2244 -1.8511
H -1.2612 3.1886 -0.7704
H -2.4298 2.5215 -1.9394
H -0.6901 2.0653 -2.0105
H -0.3531 -2.7068 -1.8052
H -2.1078 -2.6480 -1.5248
H -0.8054 -3.6014 0.3325
H -1.6855 -2.1739 0.8835
H 3.2830 -3.1717 4.8578
Cl -4.5278 1.8719 5.3029
C -3.2704 1.5093 4.1917
C -2.0909 0.9227 4.6711
C -1.0731 0.6326 3.7920
Cl 0.3814 -0.0764 4.3796
C -1.1627 0.8958 2.3964
O -0.1771 0.6973 1.6204
C -2.4338 1.4325 1.9214
C -2.6675 1.6545 0.5735
O -1.7434 1.2294 -0.4404
C -3.4435 1.7631 2.8542
H -1.9853 0.6945 5.7186
H -3.5914 2.0616 0.1960
H -4.3599 2.2096 2.4999
C 2.0096 2.9854 -4.0225
N 2.7729 2.2171 -3.0599
C 4.2084 2.4124 -3.0444
C 2.1633 1.5810 -2.1230
N 1.5403 0.9850 -1.3442
H 2.4637 2.8735 -5.0062
H 2.0003 4.0453 -3.7592
H 0.9832 2.6261 -4.0660
H 4.6170 2.1554 -4.0228
H 4.6687 1.7780 -2.2905
H 4.4479 3.4549 -2.8255
```

## Properties
Expectation value of S²: 6.040
2S+1: 5
Gap between HOMO and LUMO (spin up / spin down): 7.003 / 6.086 eV
Total charge: +1

=====

Record 5
This record from the OMol25 dataset describes a structure of composition C22H24F6IrN7O6S2 at a distorted geometry. The level of theory is the ωB97M-V functional and the def2-TZVPD basis.

Structure (XYZ):
```
68
C22H24F6IrN7O6S2 | the OMol25 dataset | the ωB97M-V functional and the def2-TZVPD basis
Ir 0.2269 0.0113 -0.1169
O 3.4584 -2.4190 0.2505
C 2.7807 -1.5562 -0.2032
O 1.7392 -1.4776 -0.8627
C 3.3734 -0.0507 0.0309
C 4.7124 0.0771 0.3277
C 5.1721 1.3795 0.4959
C 4.2918 2.4411 0.3817
C 2.9585 2.1829 0.0947
N 2.5262 0.9401 -0.0909
H 5.3489 -0.7889 0.4320
H 6.2176 1.5442 0.7217
H 4.6269 3.4585 0.5184
H 2.2352 2.9809 0.0152
F 0.4886 -4.2805 4.1675
C 0.6601 -4.0473 2.8895
F 0.2674 -5.0800 2.1677
F 1.9215 -3.7684 2.6329
S -0.3658 -2.5389 2.4202
O 0.0862 -2.0862 1.1097
O -1.7547 -2.9307 2.3834
N -0.0319 -1.4644 3.5114
S 0.6520 -0.1695 2.9353
O -0.3053 0.5627 2.0942
O 1.9008 -0.3512 2.2642
C 0.8698 0.8785 4.4786
F -0.2210 1.6169 4.6145
F 1.9151 1.6741 4.3104
F 1.0420 0.1144 5.5262
N 0.3835 2.5538 -2.7010
C 0.5499 1.2995 -3.2246
C 0.9755 1.2366 -4.5688
C 1.0792 0.0164 -5.1957
C 0.7652 -1.1294 -4.4685
C 0.3877 -0.9927 -3.1437
N 0.2841 0.1880 -2.5233
C -0.2183 3.0131 -1.5607
C -0.4782 4.4004 -1.5156
C -1.1331 4.9431 -0.4344
C -1.5244 4.0879 0.5927
C -1.2173 2.7428 0.4929
N -0.5672 2.2026 -0.5464
H 0.6405 3.2982 -3.3468
H 1.1954 2.1472 -5.1049
H 1.3960 -0.0505 -6.2262
H 0.8182 -2.1097 -4.9152
H 0.2096 -1.8655 -2.5341
H -0.1854 5.0277 -2.3437
H -1.3330 6.0035 -0.3818
H -2.0478 4.4574 1.4597
H -1.4586 2.0747 1.3047
N -3.9617 -2.6463 0.7629
C -3.4789 -2.9606 -0.5979
C -2.1401 -2.2501 -0.8238
N -2.1699 -0.8099 -0.5367
C -2.9140 -0.4509 0.6766
C -4.2446 -1.1985 0.8291
H -3.2028 -2.8679 1.4601
H -4.7897 -3.2033 1.0037
H -4.2339 -2.6391 -1.3213
H -3.3350 -4.0358 -0.7095
H -1.8444 -2.3829 -1.8638
H -1.3862 -2.7168 -0.1884
H -2.5596 -0.3102 -1.3355
H -3.1061 0.6224 0.6528
H -2.3005 -0.6701 1.5539
H -4.9508 -0.9388 0.0346
H -4.6958 -0.9391 1.7880
```

## Properties
Expectation value of S²: 0.797
2S+1: 2
Gap between HOMO and LUMO (spin up / spin down): 5.269 / 4.953 eV
Total charge: +3

=====

Record 6
This record from the OMol25 dataset describes the molecule C22H24FN5O3 at a distorted geometry. The level of theory is the ωB97M-V functional and the def2-TZVPD basis.

Structure (XYZ):
```
55
C22H24FN5O3 | the OMol25 dataset | the ωB97M-V functional and the def2-TZVPD basis
O -0.4956 -2.9808 0.1839
C -0.8728 -1.8277 0.2151
N -2.1094 -1.4493 0.5798
H -2.3928 -0.4819 0.5119
C -3.1987 -2.3587 0.8353
H -3.5270 -2.2553 1.8748
C -4.3674 -2.0127 -0.0969
H -5.2372 -2.6229 0.1833
C -4.0241 -2.1920 -1.5910
H -4.8015 -2.7705 -2.0882
H -3.0744 -2.7066 -1.7196
C -3.9868 -0.7615 -2.1342
H -2.9784 -0.3504 -2.0711
C -4.9162 -0.0388 -1.1609
H -5.9663 -0.1836 -1.4514
O -4.6756 -0.6343 0.0977
H -4.7160 1.0295 -1.0665
H -4.3298 -0.6903 -3.1630
H -2.8468 -3.3770 0.6655
C 0.0602 -0.6445 -0.0776
N 0.7011 -0.2157 1.1520
C 1.8295 -0.7601 1.6583
O 2.2898 -0.4306 2.7337
C 2.5563 -1.7904 0.7796
N 3.2795 -1.1257 -0.2650
C 4.4693 -0.4704 -0.1805
C 5.3833 -0.2525 0.8439
C 6.5019 0.4772 0.5163
C 6.7135 0.9765 -0.7790
C 5.8126 0.7721 -1.7957
C 4.6668 0.0366 -1.4892
N 3.5916 -0.3349 -2.2383
N 2.7980 -1.0054 -1.5097
H 5.9687 1.1556 -2.7907
H 7.6142 1.5403 -0.9720
H 7.2432 0.6771 1.2756
H 5.2109 -0.6244 1.8415
H 1.8575 -2.5062 0.3429
H 3.2662 -2.3159 1.4242
C -0.0810 0.6573 2.0198
C -0.6213 1.8482 1.2796
C 0.2478 2.6908 0.5929
C -0.2315 3.7766 -0.1148
C -1.5951 4.0144 -0.1235
C -2.4823 3.1991 0.5543
C -1.9858 2.1121 1.2526
H -2.6726 1.4737 1.7901
H -3.5385 3.4158 0.5316
F -2.0730 5.0689 -0.8135
H 0.4316 4.4351 -0.6524
H 1.3078 2.4872 0.6126
H 0.5967 0.9776 2.8177
H -0.8996 0.0879 2.4758
H -0.5046 0.2020 -0.4759
H 0.8043 -0.9402 -0.8213
```

## Properties
2S+1: 1
Gap between HOMO and LUMO: 9.488 eV
SMILES string: O=C(CN(Cc1ccc(F)cc1)C(=O)Cn1nnc2ccccc21)NC[C@@H]1CCCO1

=====

Record 7
This record from the OMol25 dataset describes a cluster of 4 separate species, C22H24IN3O7P in total at a distorted geometry. The level of theory is the ωB97M-V functional and the def2-TZVPD basis.

Structure (XYZ):
```
58
C22H24IN3O7P | the OMol25 dataset | the ωB97M-V functional and the def2-TZVPD basis
C -1.7663 1.7163 2.4316
C -3.1134 2.3316 2.9569
I -2.8481 2.8077 5.0706
C -4.2687 1.2947 2.8678
N -5.1104 1.4866 1.6255
C -6.2809 0.8973 1.7703
N -6.3239 -0.3701 2.2797
N -7.4774 1.4843 1.3801
P -8.2186 2.3900 2.6755
O -7.6582 2.0716 4.0032
H -1.0722 2.5326 2.1806
H -2.0044 1.0682 1.5728
H -1.3449 1.1251 3.2638
H -3.3013 3.2651 2.4020
H -3.7860 0.3048 2.7766
H -4.8689 1.2584 3.7904
H -5.2207 2.4736 1.3796
H -6.0960 -1.1388 1.6585
H -6.5091 -0.5771 3.2536
H -8.1162 0.7168 1.1534
H -8.1989 3.7673 2.3302
H -9.5898 2.0104 2.6402
C 0.7504 1.5670 -0.3574
C 1.9919 1.9188 -0.6808
C 3.0567 0.9012 -0.8529
O 4.1899 1.2185 -1.1461
C 2.6873 -0.5188 -0.6533
C 1.4445 -0.8703 -0.3297
C 0.3805 0.1450 -0.1577
O -0.7568 -0.1746 0.1366
H -0.0407 2.2947 -0.2270
H 2.2811 2.9513 -0.8318
H 3.4799 -1.2458 -0.7846
H 1.1567 -1.9038 -0.1796
C 7.8134 1.6861 0.0984
C 6.9931 0.7924 -0.4521
C 7.4787 -0.5510 -0.8468
O 6.7324 -1.3677 -1.3498
C 8.9079 -0.8627 -0.6059
C 9.7263 0.0312 -0.0561
C 9.2423 1.3761 0.3401
O 9.9879 2.1898 0.8431
H 7.4791 2.6729 0.3934
H 5.9413 0.9990 -0.6378
H 9.2427 -1.8495 -0.9005
H 10.7727 -0.1779 0.1270
C 0.1871 -3.8662 -5.0168
C 0.7587 -3.9762 -3.8196
C -0.0253 -3.7999 -2.5751
O 0.4951 -3.8975 -1.4822
C -1.4696 -3.4981 -2.7124
C -2.0418 -3.3880 -3.9085
C -1.2579 -3.5643 -5.1554
O -1.7798 -3.4656 -6.2441
H 0.7433 -3.9909 -5.9371
H 1.8118 -4.1968 -3.6991
H -2.0248 -3.3736 -1.7912
H -3.0950 -3.1675 -4.0287
```

## Properties
2S+1: 1
Gap between HOMO and LUMO: 6.188 eV
Total charge: +1

=====

Record 8
This record from the OMol25 dataset describes a structure of composition C22H24N2O2Sc at a distorted geometry. The level of theory is the ωB97M-V functional and the def2-TZVPD basis.

Structure (XYZ):
```
51
C22H24N2O2Sc | the OMol25 dataset | the ωB97M-V functional and the def2-TZVPD basis
C -0.5717 1.2447 -4.4050
C 0.8228 1.2626 -4.0610
C 1.0197 2.2324 -3.0270
C -0.2551 2.8223 -2.7286
C -1.2386 2.2089 -3.5787
Sc -0.4699 0.4254 -2.1319
N -1.5456 -1.2325 -2.6219
C -0.4621 -2.1672 -2.9337
C 0.8868 -1.4988 -2.8012
H 1.9824 2.5222 -2.6038
H 1.6062 0.6528 -4.5169
H -0.4322 3.6418 -2.0374
H -2.2930 2.4843 -3.6446
H -1.0362 0.6292 -5.1775
H 1.3360 -1.2482 -3.7716
H -0.4987 -3.0463 -2.2444
H -2.4740 -1.6224 -2.7724
H 1.5657 -2.0038 -2.1155
H -0.5889 -2.6361 -3.9411
C 3.5582 0.9880 1.6092
C 2.7146 -0.2438 1.4697
C 3.1799 -1.2835 0.6692
C 2.4148 -2.4317 0.4591
C 1.1683 -2.5352 1.0593
C 0.6590 -1.4590 1.7955
N -0.6752 -1.5648 2.1619
C -1.6592 -0.5970 2.3905
C -2.4943 -0.7934 3.5004
C -3.4407 0.1568 3.8756
C -3.6152 1.3100 3.0954
C -2.8777 1.4689 1.9228
C -1.9343 0.5105 1.5444
C -1.3592 0.5844 0.1888
O -1.9881 1.1744 -0.7609
O -0.2419 -0.0011 -0.0878
C 1.4623 -0.3359 2.0919
C 1.0048 0.7959 2.9491
H 3.0483 1.8675 1.1945
H 3.8095 1.1973 2.6550
H 4.4898 0.8421 1.0564
H 4.1620 -1.1814 0.2003
H 2.7781 -3.2340 -0.1823
H 0.5288 -3.4043 0.8989
H -1.0100 -2.5164 2.2997
H -2.3649 -1.7132 4.0781
H -4.0396 -0.0133 4.7724
H -4.3428 2.0635 3.3977
H -3.0200 2.3359 1.2797
H 0.7453 1.6747 2.3359
H 0.1534 0.5537 3.5920
H 1.8324 1.1132 3.6017
```

## Properties
2S+1: 1
Gap between HOMO and LUMO: 5.541 eV
Total charge: -1